Record 1
# C32H27F4N4PbS2Te

A molecular structure, C32H27F4N4PbS2Te (ωB97M-V/def2-TZVPD, OMol25).

The LUMO energy comes out at -3.0 eV. As for the net charge: +1. The frontier orbital gap comes out at 6.84 eV. Its multiplicity is 1.

Element x y z (Å)
Pb1 0.9745 -1.0951 -0.9256
C1 -2.5413 -4.7703 1.5649
C2 -1.2411 -4.0605 1.6261
N1 -0.0976 -4.5833 1.3753
C3 0.0896 -5.9937 0.9809
C4 0.4478 -6.1239 -0.4922
C5 1.1454 -3.7710 1.3892
C6 1.0425 -2.4404 2.1179
N2 0.2773 -1.4591 1.3694
C7 -0.2788 -0.4228 2.0778
C8 -1.1739 0.4365 1.4129
F1 -1.4354 0.1768 0.1118
C9 -1.7230 1.5603 1.9811
F2 -2.5172 2.3328 1.2285
C10 -1.4694 1.9018 3.2975
C11 -0.6216 1.0668 3.9906
F3 -0.3265 1.3323 5.2673
C12 -0.0349 -0.0478 3.4120
F4 0.8375 -0.7417 4.1808
H1 -3.3447 -4.0438 1.4785
H2 -2.6892 -5.3251 2.4971
H3 -2.6051 -5.4705 0.7351
H4 -1.2245 -2.9955 1.8385
H5 -1.5574 -3.2885 -0.6162
H6 -0.8234 -6.5339 1.2094
H7 0.8768 -6.3909 1.6221
H8 -0.2785 -5.6093 -1.1219
H9 0.4520 -7.1804 -0.7567
H10 1.4385 -5.7272 -0.7086
H11 1.4498 -3.6588 0.3461
H12 1.8981 -4.3885 1.8818
H13 2.0744 -2.1327 2.3364
H14 0.5983 -2.6450 3.0974
H15 -1.9164 2.7687 3.7595
S1 2.9852 1.7803 4.0541
C13 3.7158 2.8250 5.1865
C14 3.7036 4.1191 4.7649
C15 3.0830 4.2658 3.4993
C16 2.6334 3.0822 2.9827
C17 1.9399 2.8645 1.7107
C18 1.8506 1.5815 1.1358
N3 1.2392 1.3291 0.0004
C19 0.6890 2.3458 -0.6907
C20 0.7164 3.6602 -0.2129
C21 0.1155 4.7110 -0.9893
C22 -0.4464 4.4493 -2.1849
C23 -0.4666 3.1121 -2.7147
C24 -1.0192 2.8091 -3.9654
C25 -1.0033 1.5151 -4.4413
C26 -0.4397 0.5400 -3.5975
N4 0.0676 0.7932 -2.4124
C27 0.0785 2.0643 -1.9643
C28 -1.5487 1.1479 -5.7507
C29 -1.8829 1.9778 -6.7844
C30 -2.3866 1.2843 -7.9131
C31 -2.4265 -0.0617 -7.7160
S2 -1.8596 -0.4956 -6.1679
C32 1.3390 3.8956 1.0192
H16 4.1147 2.4287 6.1056
H17 4.1209 4.9363 5.3329
H18 2.9911 5.2141 2.9895
H19 2.2925 0.7282 1.6415
H20 0.1359 5.7188 -0.5951
H21 -0.8885 5.2422 -2.7743
H22 -1.4642 3.6054 -4.5485
H23 -0.4074 -0.4943 -3.9226
H24 -1.7595 3.0508 -6.7552
H25 -2.6998 1.7634 -8.8280
H26 -2.7621 -0.8240 -8.3996
H27 1.3433 4.9007 1.4220
Te1 -1.3967 -2.5424 -2.0811

Record 2
# C32H27FIrN2O3P

A molecular structure, C32H27FIrN2O3P (ωB97M-V/def2-TZVPD, OMol25).

The LUMO energy (spin up / spin down) comes out at -9.9 / -12.1 eV. As for the net charge: +3. The frontier orbital gap (spin up / spin down) comes out at 7.27 / 5.09 eV. The expectation value of S² is 0.7757. Its multiplicity is 2.

Element x y z (Å)
Ir1 -0.8518 -1.4246 -0.6359
N1 -2.0851 -2.5999 -1.8462
C1 -1.5940 -2.9767 -3.1716
C2 -2.2045 -3.9540 -3.9261
C3 -1.7266 -4.1947 -5.2135
C4 -0.6661 -3.4640 -5.7346
C5 -0.0366 -2.5006 -4.9604
C6 -0.4972 -2.2669 -3.6663
P1 0.3821 -1.3004 -2.4651
C7 1.1585 -2.4010 -1.2580
C8 2.1399 -1.8744 -0.3751
C9 2.8525 -2.7066 0.4538
C10 2.6046 -4.0804 0.4304
C11 1.6581 -4.6295 -0.4327
C12 0.9519 -3.8064 -1.2790
C13 1.4280 -0.0745 -3.1816
C14 2.8148 -0.2525 -3.2272
C15 3.5880 0.6788 -3.8990
C16 2.9880 1.7708 -4.5153
C17 1.6086 1.9435 -4.4711
C18 0.8204 1.0205 -3.8078
H1 -2.5056 -3.3913 -1.3586
H2 -2.8613 -1.9437 -1.9797
H3 -3.0535 -4.5079 -3.5441
H4 -2.2021 -4.9552 -5.8185
H5 -0.3229 -3.6551 -6.7419
H6 0.8079 -1.9458 -5.3499
H7 2.3350 -0.8105 -0.3849
H8 3.6115 -2.3074 1.1126
H9 3.1686 -4.7339 1.0844
H10 1.4957 -5.6982 -0.4525
H11 0.2552 -4.2382 -1.9853
H12 3.2847 -1.1164 -2.7739
H13 4.6598 0.5457 -3.9534
H14 3.6010 2.4896 -5.0426
H15 1.1496 2.7913 -4.9603
H16 -0.2559 1.1486 -3.7847
C19 -3.6544 3.6564 4.0338
C20 -2.3153 3.1612 4.5577
C21 -1.4094 4.3089 4.9565
C22 -0.0616 3.7951 5.4319
C23 0.5813 2.9658 4.3762
C24 1.9489 2.8831 4.2621
C25 2.5015 2.0797 3.2762
F1 3.7971 1.9969 3.1599
C26 1.7180 1.3280 2.3763
C27 0.3490 1.3869 2.4589
C28 -0.4752 0.5950 1.5419
O1 0.0995 -0.0956 0.6614
C29 -1.8837 0.7016 1.7290
C30 -2.3599 1.5413 2.6885
N2 -1.5940 2.2954 3.5282
C31 -0.2507 2.2203 3.4522
C32 -2.9550 -0.0135 0.9368
O2 -4.0996 0.2953 1.0834
O3 -2.5807 -1.0112 0.1419
H17 -4.0092 4.4241 4.7203
H18 -4.4248 2.8886 4.0053
H19 -3.5561 4.1168 3.0493
H20 -2.4641 2.4933 5.4118
H21 -1.9014 4.8608 5.7555
H22 -1.2912 4.9980 4.1156
H23 -0.1955 3.1639 6.3208
H24 0.6067 4.6030 5.7271
H25 2.6011 3.4329 4.9290
H26 2.2076 0.7163 1.6325
H27 -3.4303 1.6336 2.7957

Record 3
# C32H27FeN3O6PS

A molecular structure, C32H27FeN3O6PS in a non-equilibrium geometry (ωB97M-V/def2-TZVPD, OMol25).

The LUMO energy (spin up / spin down) comes out at 2.0 / 2.5 eV. As for the net charge: -1. The frontier orbital gap (spin up / spin down) comes out at 4.65 / 6.40 eV. The expectation value of S² is 6.2068. Its multiplicity is 5.

Element x y z (Å)
Fe1 0.0003 0.1864 -0.1465
O1 -2.5680 -0.9162 -3.7017
C1 -2.0284 -0.7185 -2.4625
O2 -0.8452 -0.3919 -2.3550
C2 -2.9249 -0.9063 -1.3514
C3 -4.2504 -1.4041 -1.4691
C4 -4.9963 -1.5386 -0.3156
C5 -4.4463 -1.2178 0.9181
C6 -3.1021 -0.7588 0.9505
N1 -2.3957 -0.5823 -0.1695
C7 -2.3333 -0.4542 2.1341
O3 -2.8530 -0.8122 3.3523
O4 -1.2374 0.0992 2.0942
H1 -1.8744 -0.7119 -4.3456
H2 -4.6374 -1.6550 -2.4431
H3 -6.0172 -1.8957 -0.3650
H4 -5.0498 -1.2644 1.8120
H5 -3.7010 -1.2540 3.2188
S1 3.0447 0.2329 -0.1429
C8 2.6561 1.3050 1.1124
C9 3.6475 2.0995 1.7280
C10 3.2826 2.9967 2.6966
C11 1.9474 3.0588 3.0980
C12 1.0460 2.2195 2.4733
N2 1.3703 1.3838 1.4991
H6 4.6692 1.9948 1.3980
H7 4.0189 3.6504 3.1489
H8 1.6277 3.7412 3.8747
H9 0.0025 2.2094 2.7611
N3 0.4699 -1.5690 0.1975
P1 1.0414 -2.5085 1.2744
C13 1.8268 -1.7845 2.7549
C14 3.1720 -1.4337 2.6999
C15 3.7090 -0.6194 3.6790
C16 2.9145 -0.1653 4.7179
C17 1.5777 -0.5237 4.7800
C18 1.0259 -1.3096 3.7878
C19 2.2906 -3.6528 0.5826
C20 2.9282 -4.6264 1.3365
C21 3.8132 -5.4933 0.7220
C22 4.0554 -5.3859 -0.6380
C23 3.4222 -4.4104 -1.3895
C24 2.5354 -3.5425 -0.7777
C25 -0.2008 -3.6906 1.9358
C26 -0.0473 -4.4074 3.1138
C27 -0.9913 -5.3515 3.4733
C28 -2.0856 -5.5875 2.6570
C29 -2.2570 -4.8528 1.4940
C30 -1.3160 -3.9046 1.1379
H10 3.7816 -1.7770 1.8739
H11 4.7431 -0.3114 3.6097
H12 3.3335 0.4928 5.4659
H13 0.9586 -0.1692 5.5921
H14 -0.0281 -1.5490 3.7964
H15 2.7406 -4.7006 2.3992
H16 4.3136 -6.2560 1.3026
H17 4.7497 -6.0672 -1.1081
H18 3.6238 -4.3326 -2.4489
H19 2.0286 -2.7552 -1.3205
H20 0.8077 -4.2253 3.7515
H21 -0.8721 -5.9090 4.3927
H22 -2.8055 -6.3458 2.9317
H23 -3.1203 -5.0272 0.8661
H24 -1.4199 -3.3074 0.2411
C31 -2.0882 2.8267 0.4600
O5 -1.0932 3.0201 -0.5229
C32 -0.2629 1.9732 -0.7333
O6 0.5868 2.0450 -1.5971
H25 -2.3601 3.8137 0.8309
H26 -1.7037 2.2003 1.2655
H27 -2.9647 2.3356 0.0260

Record 4
# C32H27IMoN8O6

A molecular structure, C32H27IMoN8O6 in a non-equilibrium geometry (ωB97M-V/def2-TZVPD, OMol25).

The LUMO energy (spin up / spin down) comes out at -7.6 / -7.6 eV. As for the net charge: +2. The frontier orbital gap (spin up / spin down) comes out at 5.86 / 5.86 eV. Its multiplicity is 1.

Element x y z (Å)
Mo1 0.4215 -0.0095 -0.1362
C1 -0.2513 4.2263 -1.1777
C2 -0.1241 3.9626 0.2874
N1 0.0424 4.9799 1.1186
C3 0.1362 4.7562 2.4280
C4 0.0947 3.5033 3.0255
C5 0.2650 3.3690 4.5223
O1 -0.7077 2.5216 5.1132
C6 -0.0474 2.3970 2.1658
C7 -0.0819 1.0434 2.6909
N2 0.1182 -0.0198 1.9822
C8 0.0346 -1.2855 2.6582
C9 0.5505 -1.4520 3.9394
C10 0.4428 -2.6767 4.5800
C11 -0.1680 -3.7485 3.9498
C12 -0.6611 -3.6091 2.6599
C13 -0.5450 -2.3823 2.0291
I1 -1.2283 -2.2155 0.0512
C14 -0.1786 2.6652 0.8050
O2 -0.3588 1.6241 -0.0630
H1 -0.0428 5.2750 -1.3680
H2 -1.2602 3.9979 -1.5249
H3 0.4425 3.6094 -1.7522
H4 0.2580 5.6396 3.0446
H5 0.2574 4.3633 4.9720
H6 1.2403 2.9294 4.7488
H7 -1.4839 3.0365 5.3570
H8 -0.3310 0.9455 3.7440
H9 1.0565 -0.6307 4.4286
H10 0.8514 -2.7940 5.5735
H11 -0.2485 -4.7031 4.4502
H12 -1.1188 -4.4507 2.1590
C15 2.7600 0.6139 -3.1137
C16 1.3103 0.3429 -3.2741
N3 0.4138 0.1046 -2.3120
C17 -0.8129 -0.0410 -2.9459
C18 -0.6507 0.1280 -4.2748
N4 0.6901 0.3662 -4.4685
C19 1.3015 0.6668 -5.7740
N5 1.9491 1.9306 -5.7672
N6 3.3115 1.9905 -5.8070
N7 3.6844 3.1930 -5.6950
C20 2.5722 4.0028 -5.5621
C21 2.4693 5.3891 -5.4184
C22 1.2005 5.9072 -5.3080
C23 0.0591 5.0777 -5.3400
C24 0.1459 3.7103 -5.4850
C25 1.4382 3.1924 -5.6015
H13 3.1224 0.2483 -2.1641
H14 2.9538 1.6873 -3.1662
H15 3.3378 0.1451 -3.9088
H16 -1.7271 -0.2022 -2.4001
H17 -1.3510 0.1054 -5.0905
H18 0.4898 0.6375 -6.5012
H19 2.0443 -0.0886 -6.0283
H20 3.3501 6.0144 -5.4073
H21 1.0650 6.9747 -5.2068
H22 -0.9173 5.5367 -5.2630
H23 -0.7403 3.0914 -5.5291
O3 2.3097 0.9156 0.1618
C26 2.8778 -0.2158 0.1391
O4 2.0442 -1.1969 -0.0811
C27 4.3011 -0.4374 0.3150
C28 4.8211 -1.7247 0.1598
C29 6.1799 -1.9291 0.3138
C30 6.9700 -0.8382 0.6321
C31 6.4799 0.4473 0.7923
C32 5.1238 0.6508 0.6220
N8 8.4291 -1.0621 0.8216
O5 8.8584 -2.1435 0.4897
O6 9.0669 -0.1367 1.2684
H24 4.1661 -2.5516 -0.0760
H25 6.6324 -2.9020 0.1951
H26 7.1563 1.2499 1.0448
H27 4.7009 1.6401 0.7250

Record 5
# C32H27IrN2O3PS

A molecular structure, C32H27IrN2O3PS (ωB97M-V/def2-TZVPD, OMol25).

The LUMO energy comes out at -3.4 eV. As for the net charge: +1. The frontier orbital gap comes out at 7.21 eV. Its multiplicity is 1.

Element x y z (Å)
Ir1 0.1594 -0.4490 1.0841
C1 -1.8404 -4.1021 -0.7281
C2 -1.1506 -3.3252 0.3689
O1 -0.0996 -2.7407 0.0881
C3 -1.7427 -3.3647 1.7152
C4 -2.8287 -4.2154 1.9776
C5 -3.3347 -4.3679 3.2477
C6 -2.7458 -3.6660 4.3015
C7 -1.6847 -2.8146 4.0777
C8 -1.1791 -2.6338 2.7865
O2 -0.1502 -1.8281 2.5872
H1 -1.3167 -3.9282 -1.6651
H2 -2.8853 -3.8039 -0.8184
H3 -1.8222 -5.1711 -0.5126
H4 -3.2711 -4.7793 1.1677
H5 -4.1677 -5.0320 3.4283
H6 -3.1254 -3.7873 5.3078
H7 -1.2285 -2.2692 4.8938
O3 1.8259 -0.5323 3.4767
N1 1.9353 -0.3399 2.1234
C9 3.1331 -0.1782 1.7202
C10 3.5760 0.1209 0.3556
C11 4.9418 -0.0543 0.1314
C12 5.5043 0.2138 -1.1043
C13 4.7043 0.6862 -2.1311
C14 3.3473 0.8816 -1.9183
C15 2.7642 0.5957 -0.6893
P1 1.0199 1.0326 -0.3927
C16 1.1816 2.7787 0.0694
C17 1.3900 3.7528 -0.9089
C18 1.6286 5.0673 -0.5442
C19 1.6836 5.4178 0.7983
C20 1.5196 4.4475 1.7747
C21 1.2713 3.1317 1.4135
C22 0.2166 0.9456 -2.0115
C23 0.4408 -0.1885 -2.7941
C24 -0.2419 -0.3572 -3.9880
C25 -1.1614 0.5982 -4.4034
C26 -1.4064 1.7134 -3.6163
C27 -0.7241 1.8869 -2.4198
H8 1.0125 -1.1099 3.5275
H9 3.8992 -0.2818 2.4824
H10 5.5661 -0.4101 0.9414
H11 6.5634 0.0623 -1.2606
H12 5.1335 0.9145 -3.0974
H13 2.7387 1.2653 -2.7268
H14 1.3806 3.4899 -1.9588
H15 1.7802 5.8171 -1.3092
H16 1.8648 6.4461 1.0814
H17 1.5837 4.7110 2.8219
H18 1.1588 2.3835 2.1852
H19 1.1501 -0.9433 -2.4729
H20 -0.0553 -1.2336 -4.5946
H21 -1.6876 0.4704 -5.3402
H22 -2.1305 2.4532 -3.9314
H23 -0.9403 2.7492 -1.8019
S1 -1.1817 1.0222 2.2058
C28 -2.2486 0.7374 0.8569
C29 -3.4799 1.2797 0.5244
C30 -4.1080 0.7832 -0.6030
C31 -3.5024 -0.2141 -1.3635
C32 -2.2660 -0.6898 -0.9819
N2 -1.6588 -0.2104 0.1065
H24 -3.9217 2.0516 1.1377
H25 -5.0728 1.1748 -0.8972
H26 -3.9800 -0.6134 -2.2463
H27 -1.7342 -1.4465 -1.5343

Record 6
# C32H27NO3

2 unconnected molecules or ions with the total composition C32H27NO3 in a non-equilibrium geometry (ωB97M-V/def2-TZVPD, OMol25).

The LUMO energy comes out at -1.9 eV. The frontier orbital gap comes out at 3.34 eV. Its multiplicity is 1.

Element x y z (Å)
C1 -2.2432 -0.9009 -4.5353
C2 -1.6051 -1.5190 -3.3177
O1 -0.5145 -0.6326 -2.9552
C3 0.2631 -1.0799 -1.9335
C4 1.3740 -0.1245 -1.7362
N1 2.0576 -0.0426 -0.6469
C5 2.7909 1.0023 -0.2316
C6 3.9128 0.6820 0.6409
C7 4.3623 1.5587 1.6515
C8 5.4551 1.2161 2.4439
C9 6.1031 -0.0113 2.2593
C10 5.6605 -0.8879 1.2574
C11 4.5562 -0.5566 0.4750
C12 2.4471 2.3772 -0.6104
C13 3.3425 3.4717 -0.4605
C14 2.9422 4.7739 -0.7632
C15 1.6658 5.0216 -1.2841
C16 0.8155 3.9437 -1.5557
C17 1.1948 2.6517 -1.2017
O2 0.0548 -2.1013 -1.3042
H1 -3.1568 -1.4394 -4.7884
H2 -2.4894 0.1534 -4.3594
H3 -1.5609 -0.9770 -5.3890
H4 -2.3109 -1.5821 -2.4771
H5 -1.1971 -2.5152 -3.5316
H6 1.6257 0.4676 -2.6348
H7 3.8445 2.5080 1.7968
H8 5.8031 1.9202 3.2018
H9 6.9508 -0.2818 2.8887
H10 6.1746 -1.8329 1.0761
H11 4.1893 -1.2358 -0.2975
H12 4.3569 3.2909 -0.0973
H13 3.6281 5.6038 -0.5826
H14 1.3320 6.0402 -1.4825
H15 -0.1568 4.0926 -2.0299
H16 0.4897 1.8408 -1.4041
C18 -2.8797 -4.9041 4.0773
C19 -1.6407 -4.2525 4.0860
C20 -1.4056 -3.1874 3.2199
C21 -2.4059 -2.7491 2.3185
C22 -2.1465 -1.6555 1.4235
O3 -3.2270 -1.3172 0.6727
C23 -3.2188 -0.1383 -0.0408
C24 -2.0543 0.6517 -0.1195
C25 -2.1870 1.9071 -0.7691
C26 -3.3932 2.2882 -1.3313
C27 -4.5165 1.4495 -1.2647
C28 -4.4326 0.2192 -0.6216
C29 -0.8733 0.1239 0.4485
C30 -0.9396 -0.9987 1.2569
C31 -3.6713 -3.3788 2.3657
C32 -3.8946 -4.4531 3.2175
H17 -3.0604 -5.7485 4.7426
H18 -0.8519 -4.5717 4.7710
H19 -0.4558 -2.6567 3.2216
H20 -1.3147 2.5606 -0.7843
H21 -3.4758 3.2567 -1.8300
H22 -5.4636 1.7665 -1.7005
H23 -5.2838 -0.4514 -0.5294
H24 0.0402 0.7052 0.4024
H25 -0.0523 -1.3972 1.7379
H26 -4.4828 -3.0205 1.7324
H27 -4.8710 -4.9434 3.2155

Sequential molecular weight output: 942.5, 729.8, 668.5, 842.5, 742.8, 473.6 g mol⁻¹
Sequential relative energy (zero: lowest compared OMol25 entry of this formula, charge and spin) output: 11.6, 0.0, 32.0, 7.6, 24.6, 3.5 kcal/mol